(1)
{"formula": "C6H12N2O2", "method": "the ωB97M-V functional and the def2-TZVPD basis", "symbols": ["C", "C", "O", "C", "N", "H", "H", "H", "H", "H", "C", "C", "C", "O", "N", "H", "H", "H", "H", "H", "H", "H"], "positions_angstrom": [[-0.804, 1.228, 1.032], [-0.116, 2.390, 1.728], [-2.138, 1.552, 0.810], [-1.180, -0.901, -0.694], [-2.331, -0.805, -0.822], [-2.560, 0.813, 0.328], [-0.710, 0.323, 1.657], [-0.581, 2.565, 2.699], [-0.221, 3.299, 1.138], [0.940, 2.176, 1.889], [0.267, -2.788, -0.415], [0.859, 0.740, -1.484], [1.113, -0.572, -1.188], [2.369, -0.979, -0.881], [0.070, -1.406, -0.839], [2.376, -1.597, -0.138], [1.042, -3.252, -1.028], [0.541, -2.854, 0.643], [-0.670, -3.323, -0.560], [1.711, 1.355, -1.724], [0.023, 0.960, -2.131], [0.000, 1.077, -0.021]], "total_charge": 0, "smiles": "C=C(O)N(C)C#N.CCO", "homo_lumo_gap_ev": 8.10, "homo_energy_ev": -7.89}


(2)
{"formula": "C4H4NO3", "method": "the ωB97M-V functional and the def2-TZVPD basis", "symbols": ["C", "C", "C", "C", "N", "O", "O", "O", "H", "H", "H", "H"], "positions_angstrom": [[-1.146, -0.560, 0.306], [-0.663, -1.675, -0.232], [0.870, 1.371, 1.255], [0.146, 0.736, -0.185], [0.821, -0.165, -1.205], [1.508, 0.595, 1.949], [0.647, 2.571, 1.287], [0.473, -1.587, -1.062], [-1.874, -0.311, 0.960], [-1.088, -2.594, -0.168], [-0.346, 1.576, -0.791], [0.652, 0.043, -2.114]], "total_charge": -1, "smiles": "O=C([O-])[C@@H]1C=CON1", "homo_lumo_gap_ev": 7.55, "homo_energy_ev": -3.66}


(3)
{"formula": "C4H8O2", "method": "the ωB97M-V functional and the def2-TZVPD basis", "symbols": ["C", "C", "O", "C", "C", "O", "H", "H", "H", "H", "H", "H", "H", "H"], "positions_angstrom": [[0.447, 1.101, 0.079], [1.344, 0.109, 0.832], [0.974, -1.136, 0.282], [-0.385, -1.309, 0.187], [-1.563, -0.077, -1.110], [-0.770, 0.399, 0.136], [0.354, 2.063, 0.593], [0.773, 1.242, -0.957], [2.413, 0.248, 0.662], [1.122, 0.148, 1.907], [-0.949, -1.458, 1.106], [-0.543, -2.073, -0.563], [-2.363, 0.666, -1.216], [-0.853, 0.079, -1.939]], "total_charge": 0, "homo_lumo_gap_ev": 7.85, "homo_energy_ev": -7.03}


(4)
{"formula": "C4H6O2", "method": "the ωB97M-V functional and the def2-TZVPD basis", "symbols": ["C", "C", "C", "C", "O", "O", "H", "H", "H", "H", "H", "H"], "positions_angstrom": [[0.608, 0.665, -1.412], [-0.233, 0.371, -0.184], [-0.358, -1.053, 0.467], [-0.239, -0.218, 1.718], [-0.666, -0.246, 2.832], [0.345, 0.846, 1.075], [1.630, 0.283, -1.335], [0.684, 1.745, -1.589], [0.123, 0.239, -2.297], [-1.200, 0.875, -0.268], [-1.203, -1.752, 0.438], [0.563, -1.603, 0.254]], "total_charge": 0, "homo_lumo_gap_ev": 11.44, "homo_energy_ev": -10.55}


(5)
{"formula": "C5H12NO", "method": "the ωB97M-V functional and the def2-TZVPD basis", "symbols": ["C", "O", "C", "C", "C", "C", "N", "H", "H", "H", "H", "H", "H", "H", "H", "H", "H", "H", "H"], "positions_angstrom": [[0.543, 0.287, -2.130], [1.732, 0.363, -2.678], [0.441, 1.067, -0.706], [-0.749, 0.882, 0.133], [-1.137, -0.526, 0.523], [-0.224, -1.166, 1.543], [-0.388, -0.813, 2.913], [0.184, -0.929, -1.925], [-0.299, 0.787, -2.632], [0.657, 2.062, -1.013], [1.424, 0.505, -0.113], [-1.669, 1.375, -0.129], [-0.487, 1.402, 1.060], [-2.133, -0.657, 0.988], [-1.244, -1.084, -0.379], [0.818, -1.191, 1.232], [-0.358, -2.215, 1.538], [0.071, 0.110, 3.114], [-1.352, -0.642, 3.117]], "total_charge": -1, "smiles": "NCCCCC[O-]", "homo_lumo_gap_ev": 6.09, "homo_energy_ev": -2.29}


(6)
{"formula": "C3H5ClS", "method": "the ωB97M-V functional and the def2-TZVPD basis", "symbols": ["C", "C", "C", "S", "Cl", "H", "H", "H", "H", "H"], "positions_angstrom": [[-0.705, -1.082, 0.669], [-0.274, 0.287, 0.149], [0.896, 0.630, -0.728], [-1.819, -0.416, -0.649], [-0.750, 1.785, 1.155], [-0.071, -2.024, 0.436], [-1.195, -1.216, 1.728], [0.895, 0.316, -1.721], [1.814, 0.090, -0.326], [1.208, 1.630, -0.713]], "total_charge": 0, "smiles": "C[C@]1(Cl)CS1", "homo_lumo_gap_ev": 9.78, "homo_energy_ev": -9.05}


(7)
{"formula": "C18H44BrClP2Ru", "method": "the ωB97M-V functional and the def2-TZVPD basis", "symbols": ["Ru", "Cl", "P", "C", "C", "C", "C", "H", "C", "H", "H", "H", "H", "H", "H", "H", "C", "C", "H", "H", "H", "H", "H", "H", "C", "H", "C", "H", "H", "H", "H", "H", "H", "H", "H", "P", "C", "C", "C", "C", "H", "C", "H", "H", "H", "H", "H", "H", "H", "C", "C", "H", "H", "H", "H", "H", "H", "C", "H", "C", "H", "H", "H", "H", "H", "H", "Br"], "positions_angstrom": [[0.185, 0.041, -1.183], [2.121, 0.719, -2.201], [0.033, 0.550, 1.076], [0.716, 2.180, 1.715], [-1.333, 0.242, 2.287], [1.364, -0.664, 1.554], [0.278, 3.382, 0.867], [1.797, 1.999, 1.570], [0.466, 2.488, 3.188], [-0.586, 2.730, 3.368], [1.058, 3.369, 3.463], [0.755, 1.679, 3.862], [0.332, 3.172, -0.209], [0.935, 4.235, 1.078], [-0.747, 3.685, 1.117], [2.273, -0.245, 1.110], [1.094, -1.991, 0.867], [1.498, -0.700, 3.057], [2.157, 0.101, 3.401], [1.917, -1.656, 3.369], [0.549, -0.559, 3.578], [0.565, -1.852, -0.113], [0.472, -2.649, 1.475], [2.029, -2.509, 0.590], [-2.589, 1.048, 1.908], [-0.993, 0.667, 3.235], [-1.679, -1.223, 2.560], [-2.387, 2.114, 2.037], [-3.396, 0.765, 2.597], [-2.925, 0.866, 0.876], [-1.933, -1.767, 1.642], [-2.547, -1.246, 3.232], [-0.873, -1.755, 3.060], [-1.047, 0.922, -0.663], [1.005, 1.178, -0.280], [0.050, -0.430, -4.645], [1.729, -1.026, -5.367], [-1.085, -1.415, -5.838], [-0.074, 1.264, -5.535], [2.429, -2.128, -4.565], [2.346, -0.118, -5.278], [1.680, -1.502, -6.813], [1.190, -2.483, -6.866], [2.703, -1.649, -7.174], [1.191, -0.810, -7.498], [2.522, -1.908, -3.503], [3.439, -2.277, -4.980], [1.932, -3.099, -4.708], [0.859, 1.749, -5.214], [-1.234, 2.166, -5.084], [-0.082, 1.179, -7.058], [0.951, 1.132, -7.466], [-0.573, 2.074, -7.473], [-0.679, 0.335, -7.445], [-1.204, 2.432, -4.025], [-2.199, 1.715, -5.312], [-1.209, 3.096, -5.664], [-1.019, -2.917, -5.591], [-0.653, -1.296, -6.827], [-2.484, -0.809, -5.923], [-0.005, -3.314, -5.758], [-1.667, -3.449, -6.300], [-1.315, -3.183, -4.569], [-2.932, -0.624, -4.939], [-3.152, -1.464, -6.493], [-2.463, 0.145, -6.467], [-1.492, -1.722, -1.151]], "total_charge": 0, "homo_lumo_gap_ev": [6.11, 6.67], "spin_multiplicity": 5, "homo_energy_ev": [-5.90, -8.06], "s2": 6.022}


(8)
{"formula": "C3H4S2", "method": "the ωB97M-V functional and the def2-TZVPD basis", "symbols": ["C", "C", "C", "H", "H", "H", "H", "S", "S"], "positions_angstrom": [[0.101, 0.376, 0.652], [-0.099, 0.841, -0.768], [-0.097, -1.092, 0.311], [-1.145, 1.109, -0.964], [0.622, 1.665, -0.993], [-1.145, -1.360, 0.487], [0.557, -1.774, 0.883], [0.887, 1.036, 1.851], [0.319, -0.800, -1.457]], "total_charge": 0, "homo_lumo_gap_ev": 8.67, "homo_energy_ev": -8.94}